# 1
Here is a structure of composition C17H17Br4N4O2Tl from the OMol25 dataset. Energies are from ωB97M-V/def2-TZVPD.

For the HOMO-LUMO gap, the calculation gives 5.169 eV. As for the multiplicity: 1. Its LUMO energy is 4.36 eV. Its total charge is -2. The energy above the lowest of the compared OMol25 structures with the same formula, charge and spin comes out at 0.121 eV.

Each line ends with the Mulliken charge.
Atoms and positions in Å:
1 Tl 1.463 -1.435 0.418  0.687
2 C 1.589 -4.190 -0.827  -0.708
3 C 1.017 -3.441 -1.880  -0.551
4 C 2.025 -2.641 -2.442  -0.355
5 C 3.219 -2.886 -1.735  -0.685
6 C 2.952 -3.849 -0.745  -0.502
7 H 1.096 -4.971 -0.263  0.392
8 H 0.001 -3.539 -2.245  0.406
9 H 1.911 -1.974 -3.288  0.427
10 H 4.184 -2.444 -1.948  0.377
11 H 3.673 -4.278 -0.062  0.395
12 Br 1.387 0.666 7.755  -0.247
13 C 0.997 0.596 5.891  0.051
14 C 0.295 1.619 5.289  -0.056
15 Br -0.262 3.143 6.288  -0.251
16 C 0.011 1.523 3.915  0.004
17 Br -1.007 2.888 3.038  -0.198
18 C 0.417 0.462 3.093  0.038
19 O 0.152 0.420 1.838  -0.323
20 C 1.173 -0.626 3.729  0.498
21 O 1.579 -1.623 3.047  -0.841
22 C 1.409 -0.497 5.111  -0.166
23 Br 2.374 -1.943 5.904  -0.220
24 C -0.513 0.211 -2.665  -0.623
25 N -1.480 1.127 -3.302  0.083
26 C -2.791 0.871 -2.696  -0.723
27 N -2.797 1.058 -1.248  0.015
28 C -1.796 0.145 -0.665  -0.674
29 N -0.464 0.381 -1.219  0.337
30 C -0.089 1.768 -0.919  -0.341
31 N -1.042 2.724 -1.513  0.036
32 C -1.083 2.496 -2.953  -0.650
33 C -2.368 2.432 -0.963  -0.569
34 H 0.479 0.405 -3.080  0.196
35 H -0.796 -0.818 -2.898  0.123
36 H -3.076 -0.161 -2.918  0.359
37 H -3.526 1.547 -3.148  0.339
38 H -2.096 -0.885 -0.880  0.207
39 H -1.743 0.294 0.414  0.293
40 H 0.905 1.961 -1.331  0.257
41 H -0.070 1.891 0.163  -0.065
42 H -0.086 2.678 -3.364  0.350
43 H -1.790 3.198 -3.409  0.347
44 H -3.091 3.125 -1.406  0.333
45 H -2.344 2.577 0.118  0.201



# 2
Here is a structure of composition C17H17ClCuINO from the OMol25 dataset. Energies are from ωB97M-V/def2-TZVPD.

For the HOMO-LUMO gap (spin up / spin down), the calculation gives 7.028 / 6.489 eV. As for the multiplicity: 2. Its LUMO energy (spin up / spin down) is -0.65 / -1.17 eV. Its total charge is 0.

Each line ends with the Mulliken spin population.
Atoms and positions in Å:
1 C -1.287 -1.172 -2.589  0.063
2 C 1.560 -0.249 -3.448  -0.017
3 C -1.662 0.087 -2.832  -0.015
4 H -1.789 -1.738 -1.798  0.003
5 C 1.291 1.023 -3.141  0.024
6 H 2.545 -0.662 -3.185  0.002
7 H -2.453 0.534 -2.216  -0.026
8 H 2.056 1.613 -2.622  -0.001
9 C -1.175 1.016 -3.907  -0.010
10 H -1.981 1.751 -4.069  0.000
11 H -1.014 0.507 -4.864  0.001
12 C -0.302 -2.003 -3.354  -0.005
13 H -0.844 -2.701 -4.016  0.000
14 H 0.251 -2.629 -2.635  -0.003
15 C 0.713 -1.225 -4.218  0.001
16 H 0.196 -0.762 -5.066  0.000
17 H 1.402 -1.974 -4.639  0.000
18 C 0.084 1.828 -3.531  0.004
19 H 0.327 2.479 -4.389  0.000
20 H -0.157 2.509 -2.698  0.002
21 Cu -0.374 0.186 0.591  0.835
22 H -1.350 -0.362 -0.327  0.016
23 Cl 0.895 0.604 7.193  0.000
24 C 0.956 0.763 5.495  -0.004
25 C 1.763 1.739 4.910  0.003
26 C 1.847 1.889 3.520  -0.005
27 I 2.999 3.358 2.622  0.000
28 C 1.031 1.077 2.676  -0.029
29 O 0.957 1.225 1.394  0.043
30 C 0.188 0.103 3.295  0.049
31 N -0.627 -0.549 2.413  0.046
32 C -1.391 -1.555 2.870  -0.003
33 C -1.487 -1.842 4.247  0.017
34 C -0.752 -1.104 5.162  -0.008
35 C 0.138 -0.106 4.704  0.015
36 H 2.337 2.404 5.543  0.000
37 H -1.918 -2.136 2.112  0.003
38 H -2.140 -2.654 4.563  0.001
39 H -0.832 -1.270 6.233  -0.001



# 3
Here is a structure of composition C17H17ClINOV from the OMol25 dataset. Energies are from ωB97M-V/def2-TZVPD.

For the HOMO-LUMO gap (spin up / spin down), the calculation gives 5.860 / 6.199 eV. As for the multiplicity: 4. Its LUMO energy (spin up / spin down) is -0.60 / -0.66 eV. Its total charge is 0.

Each line ends with the Mulliken spin population.
Atoms and positions in Å:
1 C 0.759 -1.593 -2.340  0.072
2 C -0.047 1.860 -2.191  0.017
3 C -0.735 -1.540 -2.225  -0.421
4 H 1.067 -2.438 -3.005  -0.030
5 C -1.334 1.675 -1.809  0.027
6 H 0.596 2.516 -1.598  -0.005
7 H -1.204 -2.514 -1.993  -0.001
8 H -1.632 2.092 -0.855  -0.006
9 C -1.603 -0.636 -3.036  -0.011
10 H -2.496 -1.266 -3.175  -0.006
11 H -1.210 -0.400 -4.038  -0.007
12 C 1.522 -0.269 -2.605  -0.056
13 H 2.256 -0.484 -3.415  -0.006
14 H 2.103 0.040 -1.679  0.017
15 C 0.747 1.000 -3.134  -0.044
16 H 0.148 0.797 -4.014  0.003
17 H 1.519 1.686 -3.530  -0.003
18 C -2.257 0.642 -2.388  -0.018
19 H -2.929 1.156 -3.114  0.001
20 H -2.924 0.357 -1.553  0.001
21 V 0.957 -1.117 -0.138  3.342
22 H 1.383 -2.134 -1.437  0.092
23 Cl 0.665 0.173 6.308  0.003
24 C 0.366 -0.481 4.757  0.025
25 C 0.135 -1.836 4.603  -0.013
26 C -0.084 -2.394 3.347  0.028
27 I -0.460 -4.401 3.014  0.001
28 C 0.056 -1.577 2.200  -0.025
29 O -0.033 -2.236 1.044  0.002
30 C 0.308 -0.136 2.328  0.016
31 N 0.502 0.617 1.202  -0.030
32 C 0.497 1.966 1.317  0.024
33 C 0.572 2.580 2.568  -0.015
34 C 0.558 1.822 3.728  0.027
35 C 0.386 0.431 3.656  -0.005
36 H 0.128 -2.457 5.482  -0.001
37 H 0.399 2.552 0.407  0.003
38 H 0.644 3.665 2.612  -0.001
39 H 0.676 2.282 4.700  0.002



# 4
Here is an isolated molecule of C17H17ClN2O4 from the OMol25 dataset. Energies are from ωB97M-V/def2-TZVPD.

For the HOMO-LUMO gap, the calculation gives 8.618 eV. As for the multiplicity: 1. As for the structure (SMILES): COc1ccc(C(=O)O/N=C(\N)Cc2ccc(Cl)cc2)cc1OC. Its LUMO energy is 0.53 eV. Its total charge is 0. The energy above the lowest of the compared OMol25 structures with the same formula, charge and spin comes out at 2.495 eV.

Each line ends with the Mulliken charge.
Atoms and positions in Å:
1 C 2.408 -0.249 2.860  -1.004
2 O 2.450 -0.049 1.469  -0.359
3 C 1.477 0.710 0.879  1.503
4 C 0.387 1.216 1.577  -0.177
5 C -0.590 1.969 0.957  -0.701
6 C -0.472 2.260 -0.394  0.370
7 C -1.485 3.113 -1.076  0.124
8 O -1.233 4.104 -1.710  -0.584
9 O -2.770 2.720 -0.973  -0.256
10 N -3.006 1.446 -0.382  -0.678
11 C -2.949 0.468 -1.201  0.791
12 N -2.672 0.560 -2.523  -0.326
13 C -3.109 -0.905 -0.614  -1.514
14 C -1.762 -1.450 -0.199  0.912
15 C -0.736 -1.605 -1.123  -0.108
16 C 0.481 -2.147 -0.755  -0.669
17 C 0.677 -2.547 0.556  0.347
18 Cl 2.177 -3.270 1.017  -0.189
19 C -0.325 -2.382 1.499  -0.788
20 C -1.533 -1.828 1.117  -0.527
21 C 0.615 1.775 -1.103  -1.042
22 C 1.586 0.984 -0.500  0.250
23 O 2.545 0.536 -1.355  -0.463
24 C 3.734 -0.064 -0.885  -0.683
25 H 1.513 -0.801 3.162  0.320
26 H 3.291 -0.843 3.092  0.252
27 H 2.455 0.699 3.405  0.395
28 H 0.287 1.014 2.631  0.409
29 H -1.430 2.337 1.523  0.386
30 H -2.829 -0.224 -3.130  0.242
31 H -2.652 1.475 -2.945  0.226
32 H -3.564 -1.569 -1.353  0.451
33 H -3.759 -0.836 0.256  0.407
34 H -0.879 -1.301 -2.148  0.245
35 H 1.268 -2.263 -1.482  0.396
36 H -0.165 -2.697 2.519  0.492
37 H -2.312 -1.701 1.854  0.342
38 H 0.726 1.996 -2.153  0.464
39 H 3.544 -1.022 -0.400  0.161
40 H 4.268 0.591 -0.193  0.280
41 H 4.342 -0.219 -1.777  0.299



# 5
Here is a cluster of 2 separate species, C17H17F10O in total from the OMol25 dataset. Energies are from ωB97M-V/def2-TZVPD.

For the HOMO-LUMO gap, the calculation gives 5.391 eV. As for the multiplicity: 1. Its LUMO energy is 2.51 eV. Its total charge is -1.

Each line ends with the Mulliken charge.
Atoms and positions in Å:
1 F 3.683 -4.645 2.160  -0.236
2 C 4.718 -3.557 2.277  0.746
3 F 4.501 -2.933 3.614  -0.249
4 F 6.097 -4.073 2.074  -0.245
5 C 4.438 -2.434 1.106  0.155
6 C 5.011 -2.488 -0.435  -0.477
7 C 4.692 -1.363 -1.607  -0.449
8 C 3.719 -0.105 -1.210  -0.366
9 C 3.113 -0.023 0.347  0.076
10 C 2.100 1.280 0.617  0.830
11 F 1.713 1.260 2.047  -0.331
12 F 2.902 2.509 0.343  -0.336
13 C 0.847 1.084 -0.436  -0.906
14 C -0.571 1.650 0.163  -0.188
15 C -1.706 0.452 0.218  -0.245
16 C -1.225 -0.904 1.005  -0.419
17 C -2.150 -2.208 0.572  0.709
18 F -3.441 -1.805 -0.081  -0.295
19 F -2.540 -2.990 1.801  -0.331
20 C -1.373 -3.280 -0.407  0.583
21 F -2.207 -4.521 -0.624  -0.272
22 F -0.104 -3.784 0.231  -0.239
23 F -1.047 -2.693 -1.748  -0.230
24 C 3.460 -1.160 1.502  -0.277
25 H 5.685 -3.402 -0.754  0.224
26 H 5.118 -1.410 -2.697  0.265
27 H 3.406 0.737 -1.994  0.230
28 H 1.169 1.738 -1.382  -0.007
29 H -0.978 2.435 -0.639  0.107
30 H -0.479 2.251 1.169  0.272
31 H -1.977 0.178 -0.887  0.181
32 H -2.621 0.906 0.824  0.165
33 H -1.423 -0.731 2.155  0.251
34 H -0.107 -1.206 0.841  0.068
35 H 2.985 -1.026 2.578  0.258
36 C -5.157 2.676 -1.908  -1.114
37 C -4.077 3.290 -1.058  0.688
38 O -3.145 2.615 -0.623  -0.344
39 C -4.182 4.762 -0.760  -1.126
40 H -4.951 1.609 -2.041  0.253
41 H -6.126 2.787 -1.416  0.339
42 H -5.172 3.154 -2.891  0.334
43 H -5.108 4.966 -0.216  0.337
44 H -4.154 5.333 -1.691  0.332
45 H -3.335 5.067 -0.136  0.282



| no. | DFT total energy (Ha) |
| --- | --- |
| 1 | -11496.076624 |
| 2 | -3186.262365 |
| 3 | -2489.715748 |
| 4 | -1528.622581 |
| 5 | -1731.395625 |